Record 1
Computed, not measured: a structure of composition C41H68N3NaOP2Si at a distorted geometry, with wB97M-V/def2-TZVPD.

CARTESIAN COORDINATES (ANGSTROEM)
Na: 2.38808 1.48965 1.48942
C: 0.87921 -2.61638 3.38090
Si: 0.57233 -2.06992 1.62430
C: -1.25032 -1.57580 1.62681
C: -2.12313 -2.64224 1.54454
C: -3.45789 -2.57619 1.91580
C: -3.94827 -1.36764 2.39554
C: -3.07353 -0.29845 2.51226
C: -1.73302 -0.35740 2.12522
P: -0.69960 1.19430 2.09671
C: -1.12700 1.83876 3.78258
C: -0.41795 3.16349 4.26634
C: -1.06312 3.57937 5.58487
C: -1.60358 2.37320 6.38834
C: -0.63427 1.20244 6.21218
C: -0.61333 0.72056 4.74421
C: -1.62507 2.26671 0.86906
C: -1.10396 3.72850 1.02549
C: -1.51298 4.54175 -0.22071
C: -3.03953 4.59100 -0.35783
C: -3.56776 3.18488 -0.44597
C: -3.15565 2.24073 0.72412
C: 0.61618 -3.63746 0.55040
C: 0.65792 -4.89417 1.19356
C: 0.55952 -6.08369 0.49970
C: 0.46429 -6.07373 -0.89082
C: 0.47875 -4.84469 -1.54777
C: 0.54912 -3.62578 -0.84015
P: 0.54944 -1.95056 -1.55117
C: -0.71920 -1.78395 -2.85523
C: -1.17088 -2.95707 -3.76715
C: -2.21997 -2.48824 -4.75105
C: -3.45724 -1.95871 -4.05523
C: -2.99514 -0.74299 -3.19746
C: -1.92510 -1.12165 -2.21242
C: 2.17890 -1.89422 -2.42107
C: 2.67380 -3.06942 -3.30013
C: 3.98379 -2.61156 -4.00640
C: 3.62662 -1.58851 -5.10484
C: 2.33712 -0.81303 -4.73410
C: 2.33205 -0.54928 -3.22261
H: 0.07013 -3.23870 3.78760
H: 0.88415 -1.78835 4.10247
H: 1.84467 -3.17950 3.46198
H: -1.80730 -3.61619 1.18940
H: -4.14121 -3.41972 1.81070
H: -4.97734 -1.23717 2.74741
H: -3.42986 0.61436 2.93879
H: -2.17483 1.91972 3.89391
H: -0.41983 3.93260 3.51358
H: 0.63715 2.91370 4.43139
H: -1.87565 4.29058 5.40410
H: -0.34635 4.17030 6.15098
H: -2.55965 2.04648 5.99680
H: -1.75872 2.64197 7.44421
H: -0.94351 0.34766 6.84188
H: 0.37451 1.44970 6.56014
H: -1.23233 -0.14783 4.57364
H: 0.41812 0.46684 4.51069
H: -1.24120 1.88169 -0.03462
H: -0.03443 3.81718 1.16946
H: -1.61704 4.11498 1.89015
H: -1.03130 4.08739 -1.12428
H: -1.10614 5.53307 -0.15294
H: -3.34085 5.16366 -1.22257
H: -3.45167 5.12427 0.51022
H: -3.23973 2.70987 -1.40651
H: -4.63778 3.15452 -0.49452
H: -3.51344 1.22941 0.57067
H: -3.60911 2.58178 1.64461
H: 0.68938 -4.96135 2.29688
H: 0.63884 -7.02276 1.05434
H: 0.39546 -6.97651 -1.47404
H: 0.38939 -4.78682 -2.63586
H: -0.15021 -1.08392 -3.48397
H: -1.60562 -3.76297 -3.18041
H: -0.33473 -3.42323 -4.33532
H: -2.44828 -3.34318 -5.39315
H: -1.78312 -1.71252 -5.40975
H: -3.93835 -2.72738 -3.41834
H: -4.23723 -1.59651 -4.73827
H: -3.79392 -0.31439 -2.64500
H: -2.59698 0.02970 -3.88081
H: -2.28452 -1.83858 -1.46280
H: -1.58170 -0.25942 -1.62007
H: 2.88248 -1.81726 -1.57330
H: 1.96623 -3.40596 -4.03089
H: 2.91108 -3.95516 -2.72032
H: 4.46993 -3.50299 -4.34950
H: 4.64547 -2.22627 -3.20293
H: 3.52009 -2.00020 -6.09387
H: 4.45232 -0.89501 -5.17062
H: 1.48825 -1.41678 -4.95829
H: 2.22780 0.14727 -5.29437
H: 1.54647 0.15786 -2.94203
H: 3.27294 -0.06681 -2.93295
N: 1.42479 1.84076 -0.54865
C: 2.42832 2.30690 -1.46454
C: 2.70132 3.78818 -1.37951
C: 3.56308 4.20866 -0.16253
N: 2.86094 3.99946 1.11468
H: 1.46005 0.81645 -0.42435
H: 0.52043 2.03111 -0.99744
H: 2.17669 2.01655 -2.51022
H: 3.34309 1.77372 -1.22976
H: 1.73893 4.35648 -1.40181
H: 3.24346 4.11973 -2.24865
H: 3.80108 5.26027 -0.30309
H: 4.48830 3.61871 -0.13372
H: 1.91638 4.44807 1.05841
H: 3.37341 4.43906 1.87887
O: 4.32856 0.70198 0.54716
H: 3.98498 -0.30039 0.60761
H: 5.28214 0.63682 0.60314
N: 3.12019 -1.43418 0.86395
C: 1.96524 -0.88675 1.17243
H: 3.18805 -2.46734 0.77402

Forces on the atoms, in the same order (eV/Å):
0.1657 0.2355 0.3456
0.2981 -0.4669 0.9452
0.3938 -0.0932 -0.8096
0.7878 0.5386 0.4642
-0.9734 -1.1353 -0.1576
-0.5550 0.5575 -0.1357
-0.0086 0.0673 0.4719
0.1776 -0.0259 -0.0373
-0.3314 0.1788 -0.4984
-0.3315 0.0607 0.2817
2.1618 -0.0228 0.2136
-0.3157 -1.5750 -0.3514
-0.5535 0.4869 0.1312
0.8876 0.2265 0.0874
-0.4324 -0.8546 0.5468
-0.2708 1.0714 0.1481
0.0950 0.4018 1.3023
-1.0554 -0.5609 -1.2139
0.1751 -0.5326 -0.1229
0.6830 -0.0439 0.4080
0.0766 -1.6029 -0.2328
0.8119 0.9338 -0.3938
0.1359 -0.8996 0.9026
-0.2603 0.2308 0.5990
0.4228 -0.4532 -0.0863
0.0924 0.8270 -0.0828
-0.2206 0.3550 -0.1562
-0.2113 -0.5128 -0.1855
0.5830 0.0580 0.3138
0.4872 -0.6825 -0.8144
0.7705 0.1682 0.1593
-0.0659 -0.3240 -0.8698
-0.0992 1.0160 0.6444
0.2111 -0.6038 -0.7716
0.5461 -0.0872 0.5189
0.4945 0.1546 -0.3591
1.0526 0.5039 0.5371
-1.2201 -0.1492 0.7606
0.0747 0.6212 0.7447
0.9241 0.8537 0.3868
-0.0294 -0.3839 0.1286
0.1361 -0.2089 -0.3286
0.3546 0.0893 -0.3459
-0.7246 0.5040 0.0178
0.3520 0.0875 -0.0345
0.3669 0.0612 0.0147
0.3385 -0.2071 -0.2475
-0.3549 0.4408 0.1239
-1.2308 0.3032 0.1362
-0.1706 0.4164 -0.0522
-0.0326 -0.0354 -0.0239
-0.1236 -0.1324 -0.1432
0.1872 -0.1747 0.3468
-0.3374 0.1187 -0.0320
0.1235 -0.0888 -0.3070
0.0807 0.3674 -0.1240
-0.1085 0.2154 -0.1268
-0.0669 -0.3881 0.2814
0.0921 -0.1320 -0.3821
0.5461 -0.4581 -1.3822
0.2223 -0.3748 0.1452
-0.0957 0.5048 0.4207
-0.4763 0.1848 0.5345
0.2014 0.6808 0.0711
-0.0420 0.1649 -0.3855
0.0276 -0.1821 -0.0077
-0.0060 0.3697 0.6269
-0.7994 0.2181 -0.0765
-0.0364 -0.1142 -0.2743
-0.2599 0.2703 0.3993
0.1056 0.1858 -0.7236
-0.2335 0.2214 -0.2587
-0.0077 -0.2389 0.0232
0.1350 -0.2600 0.3722
-0.5481 0.2358 -0.2340
-0.0439 -0.0876 0.3323
-0.2762 0.4531 0.4343
-0.1916 0.0833 -0.1302
-0.2443 -0.1821 0.2403
0.3663 0.2582 -0.1869
0.2659 -0.2527 -0.1145
-1.0211 0.4746 0.3267
-0.1789 -0.2024 0.1751
-0.3500 0.0715 -0.0271
-0.1454 -0.0538 -0.1936
-0.2394 -0.1252 -0.1894
-0.6002 0.0005 -0.5460
-0.1138 -0.0306 0.4451
0.4202 -0.3523 -0.6849
-0.2932 0.2208 -0.5906
-0.0410 -0.5821 -0.3163
0.2590 0.4486 -0.1343
-0.8110 -0.4478 -0.4040
0.2340 -0.7379 0.2642
-0.0497 -0.1175 -0.0542
-0.0973 -0.0543 -0.0675
-1.5194 -0.1306 -0.3947
0.7174 -0.4950 -1.2901
-0.3387 0.4995 0.9225
-0.6763 -0.1905 -0.2691
-0.9946 0.3142 0.1894
0.0066 0.3049 -0.1674
0.2710 -0.1426 0.5641
0.1915 0.4563 0.4102
0.2857 -0.0736 -0.0041
0.5229 -0.2360 0.2027
0.2561 0.0173 -0.5302
0.3101 0.2273 -0.0081
-0.1761 0.1323 -0.1273
1.2376 -0.4641 0.1797
-0.2040 0.0195 -0.2436
0.3068 0.2680 -0.0747
0.0751 0.0515 0.0902
0.1356 0.0960 0.0215
-0.7839 -0.2445 0.0177
0.5315 -0.6135 0.0221
-0.1924 0.2378 0.1246

The calculation puts the total energy at -81010.74445 eV. The multiplicity is 1. The calculation puts the energy above the lowest of the compared OMol25 structures with the same formula, charge and spin at 0.0 kJ/mol. Its HOMO energy is -0.21912 Eh.

---

Record 2
Computed, not measured: a structure of composition C41H70ClGeIrN4O8P2SSi at a distorted geometry, with wB97M-V/def2-TZVPD.

CARTESIAN COORDINATES (ANGSTROEM)
Ir: 0.64092 -0.25041 -0.17007
C: 0.96516 -2.51002 -2.78400
C: 1.92866 -1.56762 -3.51094
C: 1.37285 -1.30120 -4.90717
C: 3.33215 -2.16209 -3.61491
O: 1.94347 -0.41104 -2.70630
Si: 2.43327 1.13077 -2.92288
S: 1.50321 1.87865 -1.15800
O: 4.02580 1.38653 -3.06666
C: 5.21789 1.26053 -2.28490
C: 6.29879 0.75588 -3.24171
C: 5.58354 2.63801 -1.73845
C: 5.03313 0.29158 -1.13039
O: 1.75075 1.65901 -4.28364
C: 1.89285 2.80660 -5.11654
C: 3.12383 2.61371 -6.00109
C: 0.63088 2.87479 -5.97454
C: 2.03463 4.05729 -4.25470
H: 1.11659 -3.53563 -3.13780
H: -0.05535 -2.19885 -3.00191
H: 1.99976 -2.55961 -1.09845
H: 1.15764 -2.24958 -5.40073
H: 2.08921 -0.73807 -5.50183
H: 0.45839 -0.71654 -4.82623
H: 3.32734 -3.00864 -4.30063
H: 3.69991 -2.50123 -2.64517
H: 4.01525 -1.40508 -3.99744
H: 6.43108 1.45920 -4.06380
H: 6.01002 -0.21040 -3.65450
H: 7.24920 0.63421 -2.72321
H: 5.77991 3.33999 -2.54844
H: 6.47449 2.55784 -1.11698
H: 4.76372 3.02321 -1.13239
H: 4.71335 -0.68422 -1.49106
H: 4.27683 0.66400 -0.44375
H: 5.96730 0.16293 -0.58489
H: 2.99929 1.72756 -6.62356
H: 4.00147 2.47309 -5.37275
H: 3.26625 3.47951 -6.64649
H: 0.53119 1.96369 -6.56415
H: 0.68241 3.72586 -6.65263
H: -0.24852 2.97623 -5.33959
H: 2.97093 4.01509 -3.69682
H: 1.21394 4.10263 -3.53899
H: 2.02323 4.95223 -4.87456
C: -0.55079 -6.71562 -1.53683
N: -1.79544 -5.98826 -1.68291
C: -2.99110 -6.79920 -1.63459
P: -1.69899 -4.32675 -1.38523
O: 1.07420 -2.45609 -1.37198
O: -1.94492 -4.33297 0.29199
P: -1.44598 -3.26513 1.40386
O: -0.86295 -2.01182 0.89057
N: -2.84363 -3.02216 2.26145
C: -3.81440 -4.07371 2.49338
C: -3.34537 -1.66976 2.43374
N: -0.38714 -4.11938 2.37644
C: 1.01153 -4.06581 1.97222
C: -0.75815 -5.43491 2.86427
N: -3.26452 -3.84942 -1.89060
C: -3.23279 -2.81776 -2.92320
C: -4.34935 -3.63561 -0.95093
H: -0.37722 -7.37587 -2.39254
H: -0.53104 -7.32502 -0.62517
H: 0.27095 -5.99857 -1.47830
H: -2.90262 -7.62188 -2.34920
H: -3.83986 -6.18254 -1.92140
H: -3.16698 -7.22383 -0.63793
H: -3.49787 -4.98504 1.99112
H: -4.79278 -3.78794 2.09355
H: -3.93781 -4.27220 3.56364
H: -2.57041 -0.96812 2.13505
H: -3.60154 -1.48695 3.47711
H: -4.24118 -1.49848 1.82277
H: 1.22442 -3.08878 1.55825
H: 1.25158 -4.83062 1.22010
H: 1.64403 -4.22139 2.84857
H: -1.75373 -5.40682 3.29980
H: -0.04664 -5.73027 3.63743
H: -0.72915 -6.19387 2.07123
H: -2.42312 -3.03198 -3.61987
H: -3.08658 -1.81025 -2.51392
H: -4.17666 -2.83777 -3.47294
H: -4.33347 -4.40472 -0.18291
H: -5.29877 -3.69924 -1.49023
H: -4.29652 -2.64983 -0.46879
O: -1.49825 0.38417 -0.78126
C: -1.63963 1.00962 0.28987
O: -0.74493 0.95433 1.18488
C: -2.84292 1.89027 0.53868
C: -2.43043 3.25877 1.11228
Ge: -1.42138 3.20618 2.85509
C: 0.53447 3.17272 3.13161
C: 0.98607 3.02581 4.43943
C: 2.34320 3.00767 4.71879
C: 3.26543 3.14040 3.69092
C: 2.82023 3.30132 2.38901
C: 1.46172 3.32967 2.11332
C: -1.78633 5.07505 3.49883
C: -2.51086 5.39257 4.64182
C: -2.71398 6.71437 5.01491
C: -2.17877 7.74152 4.25533
C: -1.43619 7.44086 3.12229
C: -1.24534 6.11943 2.75212
C: -2.23826 1.93825 4.13494
C: -3.53502 2.11693 4.61145
C: -4.07068 1.25152 5.55420
C: -3.30278 0.21106 6.05605
C: -2.01113 0.01998 5.58713
C: -1.49245 0.86640 4.61947
H: -3.49415 1.36532 1.24492
H: -3.37031 2.00850 -0.40858
H: -3.32881 3.85040 1.29184
H: -1.82576 3.79125 0.37515
H: 0.26774 2.92841 5.24584
H: 2.68167 2.88780 5.73996
H: 4.32550 3.12496 3.90712
H: 3.53108 3.40549 1.57943
H: 1.12614 3.46611 1.09606
H: -2.91745 4.59741 5.25371
H: -3.28703 6.94170 5.90541
H: -2.33352 8.77226 4.54744
H: -1.00237 8.23953 2.53371
H: -0.65576 5.88976 1.87018
H: -4.13229 2.93884 4.23217
H: -5.08605 1.39461 5.90263
H: -3.71934 -0.45880 6.79797
H: -1.41249 -0.79775 5.96930
H: -0.49987 0.69379 4.22159
Cl: 2.60743 -0.99254 0.83154

Forces on the atoms, in the same order (eV/Å):
-2.4673 1.4343 0.2274
-0.0808 0.0251 -0.2669
0.0639 -0.3375 -0.1357
0.0050 0.0585 0.2586
-0.1732 0.0702 0.0991
0.3104 -0.2797 -0.2656
-0.4970 0.1688 0.9721
-0.3389 -1.3723 0.8925
-0.0312 -0.0145 -0.2399
0.4718 0.0029 0.1278
-0.1811 0.0853 0.0497
-0.1326 -0.1058 -0.1270
-0.1666 0.0633 -0.1133
-0.2001 -0.0680 -0.3216
0.1017 0.1572 -0.2788
-0.1372 -0.0259 0.1657
0.1395 -0.0280 0.1883
-0.0558 -0.2654 0.0360
-0.0949 0.0156 0.0285
-0.0451 -0.0963 0.0069
-0.0153 0.0349 0.0603
0.0069 -0.0289 -0.0636
0.0099 -0.0010 -0.0828
-0.0559 0.0119 -0.0630
0.0236 -0.0554 -0.0188
0.0508 0.0188 0.0542
0.0739 -0.0013 -0.0106
0.0187 0.0078 -0.0366
-0.0046 -0.0410 -0.0195
0.0296 0.0413 0.0414
0.0030 0.0248 -0.0544
0.0460 0.0564 0.0305
-0.0277 0.0083 0.0578
-0.0354 -0.0730 -0.0112
-0.0225 -0.0223 0.0562
0.0572 0.0370 0.0063
-0.0066 -0.0281 -0.0476
0.0849 0.0516 -0.0312
0.0481 0.0378 -0.0399
-0.0046 -0.0317 -0.0096
-0.0174 0.0388 -0.0294
-0.0374 0.0183 0.0126
0.0768 0.0836 0.0196
-0.0684 0.0685 0.0005
0.0435 0.0632 0.0120
0.0088 0.0019 0.0096
0.2672 0.2991 -0.0664
0.0134 0.1312 0.0452
-0.5692 -0.5817 -0.2162
0.2845 0.6040 0.3438
0.4691 0.4812 0.3814
-0.6185 -0.8685 0.2798
0.4754 0.2883 -0.3197
0.2581 0.0948 -0.3945
0.0026 -0.0421 0.0723
0.1068 0.1419 0.1264
-0.0713 0.3217 -0.4227
0.0576 0.0412 -0.0988
-0.1419 0.0426 0.0401
0.3895 0.3657 0.1541
-0.0070 -0.0670 -0.0125
-0.0383 -0.1931 -0.0467
-0.0229 -0.0113 0.0296
0.0045 0.0229 0.0194
0.0803 -0.0684 -0.0304
-0.0117 -0.0088 0.0296
-0.0708 -0.0666 0.0092
-0.0143 -0.0169 -0.0059
-0.1091 -0.0688 0.0758
0.0353 0.0251 -0.0325
0.0101 -0.0047 -0.0383
-0.0541 0.1096 0.0789
-0.0156 0.0706 0.0919
0.0505 -0.0570 -0.0240
0.1729 0.0814 0.0029
0.0067 -0.0265 0.0307
-0.0080 -0.0174 -0.0373
0.0176 -0.1062 0.0679
-0.0689 0.0245 0.0315
-0.0447 0.0089 -0.0071
-0.0286 0.0639 -0.0963
-0.0066 0.0123 0.0246
0.0525 0.0215 -0.0569
-0.0881 0.0356 -0.0016
-0.0168 0.0146 0.0528
0.0339 -0.0183 0.0399
1.2916 -0.4710 -0.3290
-0.5203 0.3757 -0.1965
2.0432 -0.7928 -0.5893
0.3055 0.0547 0.1400
0.5141 -0.6380 0.1960
-0.3870 0.9187 0.4630
-0.5655 -0.2744 -0.3890
-0.0674 0.0146 0.0445
0.0258 0.0251 0.0855
-0.0155 -0.0071 -0.0033
0.1232 0.1026 -0.1014
-0.0328 -0.0485 -0.0169
-0.0034 -0.5986 -0.0636
-0.0229 -0.0501 -0.0100
-0.0346 0.0353 0.1036
-0.0091 0.0356 0.0076
0.0309 0.0741 -0.0355
-0.0136 -0.0458 -0.0693
0.2182 0.1988 -0.3726
0.0062 0.0016 -0.1744
-0.1061 0.0209 0.0477
-0.0573 -0.0316 -0.0173
0.0021 -0.1235 0.0175
0.0254 -0.0140 -0.0938
-0.0286 0.0179 -0.0307
-0.0378 -0.1069 0.0480
0.1014 0.0800 0.1382
-0.0050 0.0723 0.0071
0.0570 -0.0209 0.0534
0.0053 0.0064 0.0229
0.0239 -0.0268 -0.0057
0.0174 -0.0050 -0.0312
0.0330 -0.0757 -0.1291
-0.0324 0.0311 0.0722
0.0021 0.0046 0.0144
0.0039 0.0098 0.0000
0.0030 -0.0012 -0.0234
0.0396 0.0803 -0.0337
-0.0733 -0.0192 0.0412
0.0023 0.0064 0.0213
0.0222 0.0127 0.0263
0.0075 -0.0115 -0.0265
0.0514 -0.0377 0.0752
-0.5012 0.3320 -0.1497

The calculation puts the total energy at -175169.85672 eV. The multiplicity is 1. Its HOMO energy (alpha / beta) is -0.29691 / -0.29693 Eh.